Entry 1:
{
  "formula": "C20H32Br2FIN2O6PS",
  "method": "ωB97M-V/def2-TZVPD",
  "relative_energy_ev": 4.692,
  "charge": -1,
  "energy_ev": -207542.6736,
  "fmax_ha_per_bohr": 0.09257,
  "e_lumo_ev": 0.2,
  "e_homo_ev": -2.66,
  "elements": ["C", "C", "C", "C", "C", "C", "C", "C", "C", "C", "F", "C", "C", "C", "C", "Br", "C", "C", "Br", "C", "C", "C", "N", "N", "P", "O", "O", "C", "I", "H", "H", "H", "H", "H", "H", "H", "H", "H", "H", "H", "H", "H", "H", "H", "H", "H", "H", "H", "H", "H", "H", "H", "H", "H", "H", "H", "H", "H", "H", "H", "H", "O", "S", "O", "O", "O"],
  "xyz": [[4.104894, 1.070279, 2.428507], [3.754598, 0.027630, 1.232860], [3.011500, -1.293091, 1.784915], [1.954956, -1.927413, 0.759507], [1.070872, -3.134609, 1.393857], [0.000976, -3.742742, 0.345885], [-1.425351, -2.997127, 0.347084], [-1.281534, -1.533826, -0.262405], [-1.233381, -0.196528, 0.581062], [-1.331818, -0.376182, 2.158625], [-0.555408, 0.545988, 2.944001], [-2.876944, -0.521835, 2.679553], [-3.945445, -0.646785, 1.487443], [-1.133102, 1.195776, -0.177703], [-1.078848, 2.574347, 0.626885], [0.746503, 2.968564, 1.402705], [-2.280108, 2.831525, 1.649759], [-1.960710, 4.258073, 2.389433], [-3.993805, 3.117420, 0.660767], [-1.042256, 1.171424, -1.752869], [-0.938476, 2.525583, -2.636459], [0.610741, 2.947127, -2.609561], [1.462944, 2.389338, -1.773572], [-1.041125, -0.104197, -2.488461], [-0.877201, -0.247090, -4.277819], [-2.399595, 0.049212, -5.027980], [0.360046, 0.764181, -4.885587], [-1.177212, -1.418191, -1.798827], [-1.239647, -3.287557, -2.981020], [3.736871, 0.714605, 3.450647], [5.246065, 1.255425, 2.432238], [3.608335, 2.087932, 2.218091], [4.730174, -0.201377, 0.682707], [3.054447, 0.559176, 0.502492], [2.453765, -0.979514, 2.742246], [3.828881, -2.038783, 2.083372], [1.325793, -1.084611, 0.311964], [2.539467, -2.395536, -0.130383], [1.831755, -3.990516, 1.584242], [0.625800, -2.887387, 2.422170], [-0.154507, -4.848130, 0.661793], [0.529011, -3.778567, -0.666910], [-1.793612, -3.003668, 1.447206], [-2.189230, -3.666525, -0.211694], [-0.870273, -1.413562, 2.392492], [-2.979263, -1.448188, 3.365357], [-3.202396, 0.372485, 3.327435], [-4.018234, 0.298062, 0.845435], [-4.985292, -0.764686, 1.988813], [-3.783824, -1.578095, 0.844101], [-1.189018, 3.414637, -0.164373], [-2.399474, 2.077196, 2.488942], [-1.352141, 4.968701, 1.738104], [-1.434185, 4.013073, 3.392732], [-2.972364, 4.708143, 2.673109], [-1.565515, 3.386593, -2.177203], [-1.339056, 2.407025, -3.697598], [1.003665, 3.764761, -3.317166], [2.388009, 2.831893, -1.913290], [-3.033185, -0.518726, -4.511760], [0.034872, 1.332726, -5.627056], [4.629903, -1.344447, -2.756543], [3.415890, -2.119947, -3.077406], [3.527070, -2.677219, -4.440791], [2.226194, -1.239065, -3.003782], [3.259538, -3.223178, -2.100316]],
  "forces_ev_per_a": [[0.3, 0.2, -0.7], [-0.3, 0.3, 0.4], [0.0, 0.4, 0.1], [0.7, -0.5, -0.2], [1.1, -0.2, -0.6], [0.7, -0.5, 0.9], [0.5, -0.3, 0.4], [-0.1, 2.8, -1.9], [0.3, 0.1, -3.3], [-0.2, -1.8, 0.1], [-1.5, -0.9, -1.4], [-0.4, 0.3, -0.1], [-0.8, -0.1, 0.7], [0.3, -3.0, -1.7], [-1.1, -0.1, -2.0], [-1.2, -0.5, -0.3], [1.9, 1.8, 1.1], [-0.8, -0.9, 0.8], [0.8, -0.5, 0.2], [-0.5, -1.3, 2.7], [0.8, -0.3, 1.1], [1.7, -0.6, 1.1], [-2.4, 1.7, -2.3], [-0.9, 1.6, 4.0], [2.3, -3.4, -2.4], [0.6, 1.0, 1.8], [-3.1, 0.5, 0.5], [0.3, 1.6, 2.5], [0.1, 1.8, 0.9], [0.6, 0.4, -1.4], [-1.8, -0.3, 0.3], [0.7, -1.5, 0.4], [-1.6, 0.0, 0.6], [1.0, -0.8, 0.8], [0.7, -0.5, -1.2], [-1.3, 0.8, -0.4], [0.7, -1.1, 0.7], [-1.0, 0.8, 1.1], [-1.2, 1.4, -0.2], [0.4, -0.2, -1.4], [-0.1, 1.8, -0.6], [-0.9, 0.3, 1.3], [0.6, 0.4, -1.8], [1.2, 1.5, 0.6], [-0.5, 2.0, -0.6], [0.4, 1.5, -1.2], [0.8, -1.2, -1.0], [0.4, -1.5, 0.9], [1.7, 0.1, -0.8], [-0.1, 1.4, 0.8], [0.3, -1.5, 1.4], [0.0, 0.7, -1.6], [-0.9, -1.0, 1.0], [-0.5, 0.6, -1.9], [1.5, -0.4, -0.5], [1.0, -1.6, -0.6], [0.7, -0.1, 1.5], [-1.1, -1.2, 0.8], [-0.5, -0.5, 0.1], [0.8, 0.6, -0.7], [0.3, -0.4, 0.7], [0.0, 0.3, 0.2], [1.5, -0.3, -0.6], [-0.3, -0.1, -0.2], [-1.7, 0.7, 0.3], [-0.5, -0.4, 0.7]]
}

Entry 2:
{
  "formula": "C4H9NO",
  "method": "ωB97M-V/def2-TZVPD",
  "smiles": "CCC(=O)NC",
  "relative_energy_ev": 1.627,
  "energy_ev": -7830.6928,
  "fmax_ha_per_bohr": 0.05524,
  "e_lumo_ev": 0.9,
  "e_homo_ev": -9.50,
  "elements": ["C", "C", "C", "O", "N", "C", "H", "H", "H", "H", "H", "H", "H", "H", "H"],
  "xyz": [[-0.448863, -0.105469, 2.311907], [0.154774, -1.030768, 0.922988], [0.236830, 0.096708, -0.037894], [0.424567, 1.237300, 0.366771], [0.061582, -0.172329, -1.349753], [0.104742, 0.847544, -2.344436], [-1.507170, 0.068280, 2.114382], [-0.292671, -0.856158, 3.069219], [0.020186, 0.861807, 2.633262], [1.135496, -1.288667, 1.309377], [-0.286881, -1.966696, 0.475799], [0.011226, -1.122913, -1.652005], [-0.730656, 0.847760, -3.029355], [0.113020, 1.804420, -1.859733], [1.003819, 0.779180, -2.930530]],
  "forces_ev_per_a": [[0.0, -2.3, -1.2], [-0.3, 1.9, 2.1], [0.5, 0.8, -0.2], [0.1, 0.0, -0.7], [-0.3, -0.4, 0.0], [0.2, 0.5, -0.4], [0.1, -0.1, 0.2], [-0.5, 0.0, 0.7], [0.1, -1.3, -1.1], [0.3, 0.0, -0.4], [-0.3, 1.1, 1.1], [-0.1, -0.3, 0.0], [-0.4, -0.3, -0.1], [0.0, 0.4, 0.4], [0.5, 0.0, -0.4]]
}

| no. | Kohn-Sham gap (eV) |
| --- | --- |
| 1 | 2.9 |
| 2 | 10.4 |